Entry 1:
The following is a quantum chemistry calculation of one molecule with the formula C2H3FN2O, from the OMol25 dataset.

Cartesian coordinates (Å):
1 C -0.89109 -0.76600 -2.00493
2 C 0.10470 0.21995 -0.26798
3 N -1.55532 -1.36654 -2.79109
4 N -1.29524 -2.11708 -1.62673
5 O -0.19304 0.13125 -1.65940
6 F 0.18301 -2.66067 -1.86197
7 H 0.40114 1.26008 -0.13588
8 H 0.96364 -0.37417 -0.05693
9 H -0.81507 -0.03531 0.41343

Atoms 1-6, force components in eV/Å:
C -1.991 -4.828 2.723
C -1.193 0.848 1.964
N -3.418 -1.766 -6.206
N 2.441 1.657 1.255
O 3.049 5.205 1.330
F -0.798 -0.608 0.061

The spin multiplicity is 1. The total energy comes out at -9861.8866 eV. As for the relative energy (zero: lowest compared OMol25 entry of this formula, charge and spin): 108.92 kcal per mole. The highest occupied orbital energy is -0.390 Ha. Its structure (SMILES) is COC1=NN1F. Its HOMO-LUMO gap is 11.17 eV.

---

Entry 2:
The following is a quantum chemistry calculation of C31H26N9NiOS3 as an isolated structure, from the OMol25 dataset.

Cartesian coordinates (Å):
1 Ni -0.12244 0.52757 0.86841
2 N -3.76570 -1.44608 1.97695
3 C -2.73926 -0.64319 1.53480
4 S -1.20554 -1.39354 1.26362
5 N -2.99672 0.59929 1.30597
6 N -1.91855 1.33452 0.87769
7 C -2.19754 2.51712 0.46629
8 C -1.23678 3.52178 0.11836
9 C -1.67637 4.73456 -0.43167
10 C -0.80925 5.76565 -0.70691
11 C 0.54714 5.60831 -0.39563
12 C 1.01306 4.43147 0.13484
13 C 0.15699 3.32182 0.37259
14 O 0.66742 2.22641 0.80444
15 H -3.47832 -2.30982 2.40265
16 H -4.50984 -0.95706 2.44803
17 H -3.25163 2.78881 0.42318
18 H -2.73390 4.85415 -0.64399
19 H -1.16595 6.68716 -1.14859
20 H 1.23338 6.42649 -0.58207
21 H 2.06292 4.29841 0.36352
22 S 2.31916 -0.50265 -0.88402
23 C 2.43671 -1.64644 0.40135
24 N 3.05975 -2.78998 0.11248
25 N 3.26921 -3.76081 1.02567
26 C 2.56593 -4.23570 2.12520
27 C 1.23247 -3.91989 2.41259
28 C 0.60743 -4.48871 3.50623
29 C 1.27011 -5.39223 4.32738
30 C 2.58629 -5.72147 4.03836
31 C 3.22574 -5.15808 2.95070
32 N 2.09688 -1.33852 1.66080
33 N 1.39300 -0.32268 1.99113
34 C 1.47064 -0.01349 3.34659
35 C 2.20167 -0.79629 4.25958
36 C 2.34001 -0.38830 5.57060
37 C 1.77538 0.80685 6.00166
38 C 1.02579 1.56728 5.11390
39 C 0.85129 1.15416 3.80669
40 H 4.08282 -4.29761 0.77724
41 H 0.68264 -3.24346 1.77987
42 H -0.42024 -4.22239 3.71847
43 H 0.76521 -5.84228 5.17212
44 H 3.12044 -6.41906 4.67178
45 H 4.25431 -5.42142 2.72866
46 H 2.64658 -1.71622 3.91147
47 H 2.90578 -1.00332 6.26015
48 H 1.91817 1.13985 7.02195
49 H 0.58304 2.49814 5.44578
50 H 0.26711 1.73742 3.10554
51 S 0.32497 -0.28344 -6.01398
52 C -0.06814 0.07541 -4.29959
53 C -0.75967 -0.84437 -3.53385
54 C -1.06387 -0.50379 -2.22385
55 N -0.72885 0.65522 -1.66679
56 C -0.08900 1.53951 -2.42863
57 C 0.27184 1.29719 -3.74508
58 C -1.23561 0.29468 -6.67721
59 C -2.25364 -0.60654 -6.95509
60 C -3.43719 -0.11671 -7.48562
61 N -3.65158 1.16932 -7.74350
62 C -2.67346 2.02344 -7.45623
63 C -1.45204 1.64334 -6.92241
64 H -1.04401 -1.80632 -3.93710
65 H -1.59048 -1.20526 -1.58604
66 H 0.17083 2.48151 -1.96700
67 H 0.81984 2.03749 -4.31114
68 H -2.11867 -1.66109 -6.76102
69 H -4.25754 -0.78666 -7.72001
70 H -2.88318 3.06537 -7.67283
71 H -0.68697 2.37518 -6.70549

Atoms 1-6, force components in eV/Å:
Ni -0.518 0.171 0.838
N -0.115 -0.028 -0.025
C 0.182 0.156 -0.208
S 0.289 0.140 -0.114
N -0.730 -0.048 0.179
N 0.661 -0.128 -0.148

The spin multiplicity is 1. The total energy comes out at -121576.1889 eV. Its total charge is -1. As for the relative energy (zero: lowest compared OMol25 entry of this formula, charge and spin): 44.83 kcal per mole. The highest occupied orbital energy (spin up / spin down) is -0.132 / -0.144 Ha. Its HOMO-LUMO gap (spin up / spin down) is 5.35 / 5.82 eV.

---

Entry 3:
The following is a quantum chemistry calculation of a 7-piece molecular cluster, C33H41N7O11 overall, from the OMol25 dataset.

Cartesian coordinates (Å):
1 C 0.02613 0.53805 -0.54335
2 O -0.72348 1.42539 -0.87798
3 N -0.32561 -0.74205 -0.22672
4 C 0.71990 -1.76314 0.01578
5 C -1.71371 -1.21428 -0.17132
6 H 1.11833 0.62015 -0.43133
7 H 0.53684 -2.53539 -0.73136
8 H 0.67724 -2.22936 1.00012
9 H 1.68555 -1.25891 -0.02131
10 H -2.37973 -0.50908 -0.66851
11 H -1.81062 -2.20456 -0.61637
12 H -2.05125 -1.31204 0.86048
13 C 1.72430 -4.31842 5.08942
14 O 1.94670 -4.20179 6.25450
15 N 2.68857 -4.09310 4.16918
16 C 4.08892 -3.80136 4.41679
17 C 2.29155 -4.39687 2.81486
18 H 0.75625 -4.68594 4.71526
19 H 4.61626 -4.75457 4.45395
20 H 4.31669 -3.26021 5.33514
21 H 4.51165 -3.31463 3.53788
22 H 2.53073 -5.41844 2.51941
23 H 1.21700 -4.36139 2.63545
24 H 2.83431 -3.93711 1.98895
25 C -3.20339 1.15019 -4.04197
26 O -4.37441 0.95957 -4.42097
27 N -2.20113 0.37797 -4.60890
28 C -2.35118 -0.62113 -5.66129
29 C -0.80601 0.42064 -4.06789
30 H -2.87872 1.94835 -3.35660
31 H -2.09894 -1.63330 -5.34509
32 H -1.72743 -0.37055 -6.51933
33 H -3.36182 -0.61220 -6.06948
34 H -0.19089 0.91353 -4.82074
35 H -0.86049 1.08537 -3.20576
36 H -0.46371 -0.56906 -3.76555
37 C 0.89894 0.05359 5.42193
38 C 0.42687 -0.87480 4.43643
39 C -0.95593 -0.99616 4.35631
40 C -1.79392 -0.22031 5.14678
41 C -1.27159 0.68827 6.04216
42 C 0.13953 0.87247 6.26051
43 N -3.25209 -0.37703 4.95625
44 O -3.68065 -1.28807 4.26620
45 O -4.07559 0.21543 5.64200
46 H 1.94609 0.31181 5.36549
47 H 1.14115 -1.33042 3.76663
48 H -1.31181 -1.58558 3.52425
49 H -1.97160 1.34491 6.53736
50 H 0.45815 1.64612 6.94341
51 C -9.38277 -1.30197 -3.18605
52 C -9.56860 -0.76972 -1.89080
53 C -8.43345 -0.29937 -1.25943
54 C -7.20873 -0.27849 -1.94316
55 C -7.10161 -0.73624 -3.21979
56 C -8.16211 -1.33383 -3.84774
57 N -6.03113 0.20254 -1.11665
58 O -6.20343 0.97815 -0.17726
59 O -4.88044 0.01528 -1.58685
60 H -10.25041 -1.72134 -3.67361
61 H -10.53473 -0.65819 -1.42118
62 H -8.60748 0.13819 -0.28749
63 H -6.12169 -0.72458 -3.67370
64 H -8.05105 -1.83791 -4.79640
65 C 2.19084 3.26366 -1.87160
66 C 2.57594 4.54402 -1.38169
67 C 3.54765 5.25670 -2.00014
68 C 4.19502 4.64542 -3.11481
69 C 3.87590 3.35551 -3.56947
70 C 2.85248 2.67621 -2.97928
71 N 5.21604 5.40702 -3.81956
72 O 5.81652 4.95524 -4.83330
73 O 5.46072 6.54294 -3.41943
74 H 1.39330 2.73288 -1.37299
75 H 1.93664 5.04042 -0.66665
76 H 3.80720 6.27517 -1.75164
77 H 4.44294 2.96284 -4.40055
78 H 2.66036 1.63072 -3.17017
79 C 6.20743 1.23297 -0.70076
80 C 6.05673 -0.15788 -0.44635
81 C 5.18596 -0.57358 0.55532
82 C 4.37241 0.36598 1.17597
83 C 4.55429 1.74494 0.93932
84 C 5.53468 2.21228 0.09038
85 N 3.29311 -0.07369 2.08061
86 O 2.57698 0.81707 2.53742
87 O 3.08377 -1.22663 2.24183
88 H 6.89811 1.57950 -1.45527
89 H 6.55269 -0.82951 -1.13142
90 H 5.09065 -1.60952 0.84538
91 H 4.02526 2.50828 1.49052
92 H 5.67201 3.26778 -0.09252

Atoms 1-6, force components in eV/Å:
C -0.261 -1.481 0.496
O 0.034 0.371 -0.057
N 0.156 -0.452 0.318
C -0.943 0.905 -0.076
C 0.137 0.440 0.075
H 0.189 0.476 -0.188

The spin multiplicity is 1. The total energy comes out at -67825.8663 eV. As for the relative energy (zero: lowest compared OMol25 entry of this formula, charge and spin): 22.87 kcal per mole. The highest occupied orbital energy is -0.335 Ha. Its structure (SMILES) is O=[N+]([O-])c1ccccc1.O=[N+]([O-])c1ccccc1.O=[N+]([O-])c1ccccc1.O=[N+]([O-])c1ccccc1.CN(C)C=O.CN(C)C=O.CN(C)C=O. Its HOMO-LUMO gap is 7.85 eV.

---

What did the first record say?
The following is a quantum chemistry calculation of one molecule with the formula C2H3FN2O, from the OMol25 dataset.

Cartesian coordinates (Å):
1 C -0.89109 -0.76600 -2.00493
2 C 0.10470 0.21995 -0.26798
3 N -1.55532 -1.36654 -2.79109
4 N -1.29524 -2.11708 -1.62673
5 O -0.19304 0.13125 -1.65940
6 F 0.18301 -2.66067 -1.86197
7 H 0.40114 1.26008 -0.13588
8 H 0.96364 -0.37417 -0.05693
9 H -0.81507 -0.03531 0.41343

Atoms 1-6, force components in eV/Å:
C -1.991 -4.828 2.723
C -1.193 0.848 1.964
N -3.418 -1.766 -6.206
N 2.441 1.657 1.255
O 3.049 5.205 1.330
F -0.798 -0.608 0.061

The spin multiplicity is 1. The total energy comes out at -9861.8866 eV. As for the relative energy (zero: lowest compared OMol25 entry of this formula, charge and spin): 108.92 kcal per mole. The highest occupied orbital energy is -0.390 Ha. Its structure (SMILES) is COC1=NN1F. Its HOMO-LUMO gap is 11.17 eV.

---

Which value of relative energy (zero: lowest compared OMol25 entry of this formula, charge and spin) does entry 1 give?
108.92 kcal per mole